The following is a DFT calculation (ωB97M-V with the def2-TZVPD basis set) of a gas-phase ion, C6H10N (charge +1) in a non-equilibrium geometry.

Calculated values
- total energy (hartree) = -289.0315
- structure (SMILES) = C=[N+]1CCC=C1C
- total charge = +1
- LUMO energy (eV) = -4.922

Structure (XYZ):
```
17
Properties=species:S:1:pos:R:3:forces:R:3
C 0.507139 0.787434 1.101517 0.9 0.7 -1.5
C 0.993466 -0.552101 1.833932 -1.4 1.4 -5.0
C -0.915863 -1.194528 -1.249233 1.7 3.2 1.0
C -0.043513 0.850164 -0.205395 1.5 -2.4 5.1
C -0.779937 1.834952 -1.008188 -0.6 0.8 -0.1
C 0.712950 -1.395208 0.516461 -0.8 -1.7 -0.5
N -0.146912 -0.549277 -0.452147 -0.2 -1.3 0.0
H 0.848681 1.603433 1.674306 -0.4 1.6 0.2
H 2.067982 -0.538144 2.054044 -0.6 0.1 0.3
H -0.744228 -2.174930 -1.357456 0.1 -3.6 -0.1
H -1.501596 -0.669231 -1.907419 -1.5 1.1 -1.4
H -1.005507 1.453725 -2.026039 0.9 0.5 0.3
H -0.240925 2.837557 -0.973526 -1.0 -1.3 -0.3
H -1.820390 1.882591 -0.602033 0.8 0.5 0.1
H 0.293337 -0.650757 2.653898 0.2 -0.7 0.2
H 1.633991 -1.687866 -0.106092 -1.3 0.4 1.3
H -0.031827 -2.253705 0.603490 1.8 0.6 0.5
```
Forces are in eV/Å.

Charges computed using Löwdin, reported in e:
1 C 0.07
2 C -0.05
3 C 0.20
4 C -0.21
5 C -0.02
6 C -0.06
7 N -0.09
8 H 0.10
9 H 0.12
10 H 0.08
11 H 0.09
12 H 0.09
13 H 0.13
14 H 0.12
15 H 0.12
16 H 0.17
17 H 0.14

=====

The following is a DFT calculation (ωB97M-V with the def2-TZVPD basis set) of a molecular structure, C16H32ClNiO12 in a non-equilibrium geometry.

Calculated values
- total energy (hartree) = -3499.7260
- spin multiplicity = 3
- total charge = +1
- LUMO energy (spin up / spin down) (eV) = -6.456 / -7.557

Structure (XYZ):
```
62
Properties=species:S:1:pos:R:3:forces:R:3
Ni -1.969308 1.054523 0.954697 0.2 0.1 0.0
Cl 0.420239 3.862565 1.858495 -0.1 -0.2 -0.1
C -9.362733 2.732054 1.869005 -1.0 -0.4 0.0
C -8.060967 2.563818 1.098490 0.1 -0.2 1.8
O -7.679961 3.914966 0.712949 0.8 0.7 -0.3
C -6.398000 4.329892 0.645070 2.4 -2.5 0.2
O -5.434617 3.536074 0.449135 -2.4 2.3 0.6
O -6.284550 5.652666 0.882650 0.2 -0.6 -0.5
C -4.943996 6.278068 1.027020 -0.5 -1.1 -0.3
H -10.269736 3.078150 1.373343 0.5 0.6 -0.4
H -9.113132 3.342723 2.736700 -0.3 0.3 -0.2
H -9.743738 1.806309 2.300209 0.6 -0.5 -0.1
H -7.935792 1.736284 0.400196 -0.4 0.8 -0.9
H -7.482716 2.194877 1.945606 1.1 0.4 -0.2
H -4.179133 5.804324 0.411682 -0.3 -0.4 -0.1
H -4.670709 6.142903 2.073513 0.0 0.4 -0.1
H -5.001576 7.309377 0.678891 -0.5 -0.1 0.5
C -0.147084 -2.333701 -6.092788 0.4 1.1 0.4
C -0.538102 -1.092476 -5.229773 0.2 -2.1 0.9
O 0.563099 -0.220544 -5.153457 1.3 2.0 -1.0
C 0.678248 0.766018 -4.228412 -2.1 -2.4 1.8
O -0.034723 0.710526 -3.209152 1.7 1.4 -1.6
O 1.665611 1.568045 -4.574691 -0.2 1.1 0.4
C 2.260053 2.544461 -3.648045 0.6 -0.8 0.3
H 0.202711 -2.080778 -7.093666 -0.7 0.1 -0.2
H -0.981555 -3.033811 -6.052857 0.1 0.0 -0.4
H 0.742377 -2.815762 -5.687071 -0.2 0.0 0.5
H -0.656264 -1.513776 -4.231456 -0.4 0.2 0.2
H -1.486010 -0.636754 -5.515956 0.3 0.4 -0.3
H 2.800474 3.314614 -4.198412 -0.4 -0.4 -0.5
H 3.015751 1.983647 -3.098022 0.0 0.0 0.1
H 1.637735 3.055236 -2.913241 -0.7 -0.5 -0.4
C 5.793033 0.101321 1.210787 0.1 0.6 0.2
C 7.207116 -0.368087 0.663517 -2.4 -0.6 1.6
O 7.041437 -0.794411 -0.686922 0.9 1.2 -1.0
C 6.414295 -1.906768 -0.951530 -2.1 -4.2 4.8
O 6.074000 -2.775194 -0.081318 1.4 2.7 -2.4
O 6.078887 -2.015796 -2.188492 -1.0 0.3 -3.2
C 5.590350 -3.276820 -2.746203 1.6 -1.1 -0.3
H 5.357752 1.017495 0.811732 0.5 0.1 -0.8
H 5.760769 0.358717 2.269463 0.8 -0.3 0.3
H 4.986211 -0.625816 1.119016 0.5 -0.5 -0.3
H 7.467926 -1.225458 1.283998 0.2 -0.1 -0.2
H 8.003646 0.369670 0.760192 -0.3 0.1 -0.6
H 5.649454 -3.360519 -3.831380 0.6 1.5 -0.2
H 4.573333 -3.661297 -2.668998 -0.1 0.8 1.6
H 6.353981 -3.997546 -2.453792 -0.6 -0.4 0.5
C 0.266459 -4.563844 1.977854 -1.0 0.7 0.3
C -0.427988 -4.528043 3.373451 1.1 -0.3 -1.2
O 0.362585 -3.702505 4.312293 -1.0 -2.9 -0.2
C 0.432482 -2.433676 4.181796 0.1 3.5 -0.4
O 0.173405 -1.744160 3.191892 0.0 -0.6 1.2
O 0.861506 -1.954437 5.376957 0.2 0.6 0.9
C 1.191396 -0.542906 5.673481 0.0 -0.5 -2.6
H 0.348374 -3.534907 1.627610 0.5 -0.1 0.1
H -0.363319 -5.012016 1.209351 -0.2 -0.4 0.3
H 1.223915 -5.084755 1.971182 -0.1 0.2 0.3
H -0.468759 -5.551049 3.747463 0.5 0.3 0.6
H -1.477873 -4.235158 3.366963 0.2 0.7 -0.2
H 1.499352 -0.120780 4.716877 0.0 0.2 -0.1
H 2.080862 -0.443115 6.295565 -0.5 -0.7 0.4
H 0.333516 0.057341 5.976542 0.0 -0.6 0.5
```
Forces are in eV/Å.

Charges computed using Löwdin, reported in e:
1 Ni 0.92
2 Cl 0.06
3 C -0.08
4 C -0.19
5 O 0.02
6 C -0.52
7 O 0.02
8 O -0.01
9 C 0.00
10 H 0.08
11 H 0.08
12 H 0.08
13 H 0.12
14 H 0.11
15 H 0.08
16 H 0.09
17 H 0.10
18 C -0.05
19 C -0.22
20 O 0.01
21 C -0.55
22 O 0.05
23 O 0.02
24 C 0.00
25 H 0.07
26 H 0.08
27 H 0.07
28 H 0.11
29 H 0.13
30 H 0.09
31 H 0.09
32 H 0.09
33 C -0.06
34 C -0.15
35 O 0.04
36 C -0.61
37 O 0.04
38 O 0.03
39 C -0.01
40 H 0.06
41 H 0.07
42 H 0.07
43 H 0.12
44 H 0.12
45 H 0.09
46 H 0.09
47 H 0.10
48 C -0.06
49 C -0.13
50 O 0.06
51 C -0.62
52 O 0.05
53 O -0.01
54 C 0.00
55 H 0.06
56 H 0.07
57 H 0.08
58 H 0.12
59 H 0.12
60 H 0.07
61 H 0.10
62 H 0.09

=====

The following is a DFT calculation (ωB97M-V with the def2-TZVPD basis set) of a single C10H10N2 molecule in a non-equilibrium geometry.

Calculated values
- total energy (hartree) = -496.5217
- structure (SMILES) = Cc1c(N)ccc2cnccc12
- total charge = 0
- LUMO energy (eV) = 0.681

Structure (XYZ):
```
22
Properties=species:S:1:pos:R:3:forces:R:3
C -1.382446 1.841806 0.075864 -0.6 3.9 -0.4
C -0.720014 0.531651 -0.036179 -1.5 -0.1 0.9
C -1.617663 -0.482622 0.014306 -0.9 -2.2 -1.0
C -1.062812 -1.844598 -0.009615 -3.0 1.3 0.2
C 0.238818 -2.136202 0.029739 2.1 -1.1 0.7
C 1.179308 -1.082525 0.128357 -1.3 0.9 -0.9
C 2.567846 -1.268451 0.091030 -0.4 0.5 -1.1
C 2.945367 1.010747 -0.128651 -1.0 -2.2 1.8
C 1.594593 1.293653 0.064764 2.6 -0.7 -1.0
C 0.654498 0.233991 0.027842 1.1 1.0 0.8
H -2.297539 1.942440 -0.781233 2.6 0.0 2.3
H -1.845062 2.021784 1.171228 0.8 -0.4 -2.5
H -0.613641 2.740564 -0.096352 -2.0 -1.9 0.3
H -3.596668 -1.080531 -0.333356 -0.4 0.1 -0.2
H -3.393157 0.701699 -0.092959 0.2 -2.1 -0.1
H -1.895781 -2.522839 0.012400 0.3 -1.1 -0.1
H 0.749965 -3.136425 0.079994 -1.3 0.7 -0.2
H 2.982759 -2.229911 -0.152312 0.0 -0.7 0.7
H 3.754092 1.720424 -0.138594 -0.2 0.5 -0.2
H 1.420937 2.327960 0.157158 -1.0 1.0 -0.1
N -3.065389 -0.291857 -0.032263 3.0 1.2 0.7
N 3.401983 -0.290753 -0.051161 0.9 1.5 -0.6
```
Forces are in eV/Å.

Charges computed using Löwdin, reported in e:
1 C -0.08
2 C -0.25
3 C -0.23
4 C -0.02
5 C -0.05
6 C -0.16
7 C -0.13
8 C -0.10
9 C -0.01
10 C -0.12
11 H 0.13
12 H 0.13
13 H 0.10
14 H 0.07
15 H 0.07
16 H 0.10
17 H 0.13
18 H 0.11
19 H 0.09
20 H 0.08
21 N 0.09
22 N 0.04

=====

The following is a DFT calculation (ωB97M-V with the def2-TZVPD basis set) of a gas-phase ion, C8H17N2S (charge +1) in a non-equilibrium geometry.

Calculated values
- total energy (hartree) = -822.4148
- structure (SMILES) = C[C@H]1C=N[C@@]([NH3+])(C(C)(C)C)S1
- total charge = +1
- LUMO energy (eV) = -3.591

Structure (XYZ):
```
28
Properties=species:S:1:pos:R:3:forces:R:3
C 1.933838 0.268615 -1.255501 0.7 1.4 -2.9
C 2.689219 0.371176 -0.017991 0.1 1.2 1.2
C 0.031790 0.603794 -0.155647 -0.4 2.5 3.7
C 3.638550 -0.828773 0.108981 -0.4 -0.3 0.8
C -0.756027 -1.587373 0.011157 -1.0 -0.9 -0.8
C -2.318737 0.194094 -0.853895 -0.5 -2.3 2.8
C -1.818227 -0.184610 1.633574 -0.8 0.0 -2.1
C -1.221376 -0.189384 0.246211 -0.2 0.1 -2.2
N 0.684754 0.475519 -1.364072 0.1 -0.9 -1.5
N -0.469477 2.248841 -0.166952 2.7 1.2 0.3
S 1.295684 0.545045 1.156832 0.3 -0.5 0.9
H 2.568405 0.231151 -2.186098 -0.9 -0.3 0.7
H 3.133759 1.384827 0.025645 0.4 -0.6 -0.4
H 4.090831 -0.976855 1.123537 -0.6 0.3 -0.9
H 4.440348 -0.898513 -0.649571 -0.5 0.5 0.3
H 2.901438 -1.603742 -0.098196 0.6 -0.9 0.3
H -1.645466 -2.244110 0.114559 0.6 0.1 -1.1
H -0.133021 -1.978716 0.761262 1.1 0.0 1.3
H -0.153979 -1.542317 -0.886030 -0.5 -1.3 -0.7
H -3.057563 -0.653957 -0.825036 0.4 1.1 0.0
H -2.834812 1.132802 -0.660448 0.0 0.0 -0.1
H -1.859192 0.106668 -1.780569 0.7 0.4 -1.9
H -2.552287 -1.004655 1.577968 0.5 0.2 0.6
H -2.386464 0.679604 1.681275 -1.3 1.9 0.7
H -1.151837 -0.200099 2.428474 1.2 -0.6 1.5
H -0.159332 2.683395 0.789958 -0.1 -0.8 -2.5
H -1.454593 2.448660 -0.198329 -0.7 -0.3 -0.5
H 0.024549 2.705004 -1.046744 -1.2 -0.9 2.5
```
Forces are in eV/Å.

Charges computed using Löwdin, reported in e:
1 C -0.16
2 C -0.57
3 C -0.61
4 C -0.07
5 C -0.06
6 C -0.01
7 C -0.03
8 C -0.59
9 N 0.07
10 N 0.18
11 S 1.03
12 H 0.17
13 H 0.12
14 H 0.10
15 H 0.10
16 H 0.08
17 H 0.12
18 H 0.07
19 H 0.09
20 H 0.12
21 H 0.08
22 H 0.06
23 H 0.12
24 H 0.06
25 H 0.06
26 H 0.17
27 H 0.10
28 H 0.20

=====

Repeat the third record exactly.
The following is a DFT calculation (ωB97M-V with the def2-TZVPD basis set) of a single C10H10N2 molecule in a non-equilibrium geometry.

Calculated values
- total energy (hartree) = -496.5217
- structure (SMILES) = Cc1c(N)ccc2cnccc12
- total charge = 0
- LUMO energy (eV) = 0.681

Structure (XYZ):
```
22
Properties=species:S:1:pos:R:3:forces:R:3
C -1.382446 1.841806 0.075864 -0.6 3.9 -0.4
C -0.720014 0.531651 -0.036179 -1.5 -0.1 0.9
C -1.617663 -0.482622 0.014306 -0.9 -2.2 -1.0
C -1.062812 -1.844598 -0.009615 -3.0 1.3 0.2
C 0.238818 -2.136202 0.029739 2.1 -1.1 0.7
C 1.179308 -1.082525 0.128357 -1.3 0.9 -0.9
C 2.567846 -1.268451 0.091030 -0.4 0.5 -1.1
C 2.945367 1.010747 -0.128651 -1.0 -2.2 1.8
C 1.594593 1.293653 0.064764 2.6 -0.7 -1.0
C 0.654498 0.233991 0.027842 1.1 1.0 0.8
H -2.297539 1.942440 -0.781233 2.6 0.0 2.3
H -1.845062 2.021784 1.171228 0.8 -0.4 -2.5
H -0.613641 2.740564 -0.096352 -2.0 -1.9 0.3
H -3.596668 -1.080531 -0.333356 -0.4 0.1 -0.2
H -3.393157 0.701699 -0.092959 0.2 -2.1 -0.1
H -1.895781 -2.522839 0.012400 0.3 -1.1 -0.1
H 0.749965 -3.136425 0.079994 -1.3 0.7 -0.2
H 2.982759 -2.229911 -0.152312 0.0 -0.7 0.7
H 3.754092 1.720424 -0.138594 -0.2 0.5 -0.2
H 1.420937 2.327960 0.157158 -1.0 1.0 -0.1
N -3.065389 -0.291857 -0.032263 3.0 1.2 0.7
N 3.401983 -0.290753 -0.051161 0.9 1.5 -0.6
```
Forces are in eV/Å.

Charges computed using Löwdin, reported in e:
1 C -0.08
2 C -0.25
3 C -0.23
4 C -0.02
5 C -0.05
6 C -0.16
7 C -0.13
8 C -0.10
9 C -0.01
10 C -0.12
11 H 0.13
12 H 0.13
13 H 0.10
14 H 0.07
15 H 0.07
16 H 0.10
17 H 0.13
18 H 0.11
19 H 0.09
20 H 0.08
21 N 0.09
22 N 0.04